DFT (ωB97M-V/def2-TZVPD) results for a cluster of 2 separate species, C3H8NS in total in a non-equilibrium geometry.

XYZ file:
```
13
Properties=species:S:1:pos:R:3:forces:R:3
C 0.0883 0.1362 2.3907 0.160 -0.273 -0.259
S -1.3235 0.8180 1.4348 -0.144 0.064 0.778
H 0.2549 -0.9232 2.1535 0.003 0.084 -0.175
H 0.0275 0.1467 3.4875 -0.247 0.401 -0.073
H 0.9872 0.6739 2.0758 0.118 -0.099 0.231
C 1.5644 -0.5924 -2.8214 0.548 -0.387 -0.006
C 1.0178 -0.3242 -1.6250 -1.000 1.270 -0.609
N -0.1193 -0.8232 -1.0140 1.037 -0.515 0.208
H 1.5142 -1.5434 -3.3431 -0.573 0.083 -0.051
H 2.0805 0.2188 -3.3371 0.635 -0.223 0.395
H 1.3241 0.6048 -1.1446 -0.210 0.116 -0.230
H -0.2669 -1.8097 -1.1504 -0.358 0.033 0.197
H -0.4347 -0.3363 -0.1530 0.031 -0.555 -0.406
```
Forces are in eV/Å.

As for the frontier orbital gap (spin up / spin down): 1.93 / 6.47 eV. The spin multiplicity is 2. The value obtained for the energy relative to the best compared isomer or geometry (same formula, charge and spin) is 82.2 kJ/mol. Its total charge is -2. The value obtained for the lowest unoccupied orbital energy (spin up / spin down) is 6.232 / 6.186 eV. The calculation puts the largest force on an atom at 1.7 eV/A.